Entry 1:
106
Properties=species:S:1:pos:R:3:forces:R:3:mulliken_spin:R:1 method="wB97M-V/def2-TZVPD" spin_multiplicity=6 relative_energy_kcal_mol=16.1 fmax_ev_per_a=6.02 homo_energy_ev="-1.6 / -5.1" orbital_gap_ha="0.1267 / 0.2240" s2=8.7822 total_charge=-1
Ru 15.374947 17.077674 9.968962 3.510 1.386 1.261 3.0686
C 11.652641 21.344372 11.748735 -0.491 0.090 -0.158 0.0019
C 13.083959 21.871664 11.722418 0.453 -0.181 -0.051 0.0052
O 13.705123 21.443927 10.484439 -0.919 0.798 -0.082 0.0013
P 15.056495 20.662308 10.147864 0.284 -0.159 0.695 0.0335
S 16.747895 21.574971 10.527114 -0.721 0.070 -0.523 0.0201
S 14.889073 18.980376 11.366324 -0.306 0.706 -0.563 0.1187
O 14.692057 20.387138 8.586640 0.593 0.363 -0.131 -0.0050
C 14.492005 21.492043 7.620939 -0.235 0.145 0.366 0.0017
C 14.977233 21.114895 6.233162 1.235 -0.616 0.213 -0.0001
H 11.117966 21.482657 12.715171 0.580 0.201 -0.534 -0.0002
H 11.663088 20.281408 11.549701 0.069 -0.362 0.003 0.0002
H 11.044628 21.798841 10.938030 0.363 -0.102 0.510 -0.0002
H 13.683885 21.454659 12.570443 -0.478 0.691 -0.543 -0.0036
H 13.051152 22.980778 11.660478 0.423 -0.674 0.493 0.0005
H 15.033189 22.431293 7.921109 -0.629 -0.971 0.195 0.0010
H 13.395039 21.642146 7.587064 0.565 0.245 0.228 -0.0006
H 16.077945 20.968649 6.267305 -0.527 0.135 -0.012 0.0001
H 14.791018 21.936259 5.522863 -0.192 -0.362 0.257 0.0000
H 14.580479 20.152479 5.878628 -0.221 0.449 0.059 0.0001
C 20.834940 16.427188 10.646924 -0.340 1.587 0.179 0.0020
C 19.322417 16.849281 10.841932 0.622 -0.002 -2.300 -0.0070
C 19.201788 18.252733 11.445011 -0.167 0.597 0.048 0.0081
C 18.608074 15.874558 11.735965 -0.352 -1.536 0.945 0.0430
Si 18.570049 16.874916 9.010477 -0.680 1.253 0.829 -0.0347
O 16.999423 17.454495 8.971410 1.604 -0.367 0.179 0.1903
C 19.540575 18.180944 8.108047 1.084 -0.009 -1.113 0.0104
C 20.713716 17.866938 7.342362 -0.021 0.814 1.001 0.0011
C 21.516438 18.848970 6.774737 -0.602 1.111 0.207 0.0015
C 21.218996 20.232970 6.961148 -0.359 -1.335 0.282 0.0005
C 20.083713 20.511948 7.694172 -0.631 -0.477 0.015 -0.0010
C 19.205823 19.519913 8.178017 0.226 0.876 0.002 0.0113
C 19.003024 15.356589 8.028369 -0.169 -0.393 0.026 -0.0179
C 19.257497 14.164720 8.692342 -0.124 -0.337 0.524 0.0136
C 19.833755 13.091738 8.041404 0.068 -1.350 0.367 -0.0006
C 19.968338 13.147823 6.679629 1.134 -0.599 -1.539 0.0059
C 19.705289 14.308406 5.943084 -0.156 -0.153 0.375 -0.0046
C 19.272157 15.410649 6.648231 -1.000 1.011 -0.495 0.0109
H 21.195279 16.408850 9.611023 -0.194 0.015 0.156 0.0002
H 21.031651 15.475147 11.085904 0.108 -0.781 0.246 0.0005
H 21.451835 17.181913 11.173865 -0.082 -0.397 -0.192 0.0002
H 19.415598 18.180838 12.516406 0.020 0.043 0.101 0.0009
H 18.163420 18.621953 11.348358 0.371 -0.049 0.084 -0.0087
H 19.869113 19.050418 11.051901 -0.316 -0.717 -0.141 0.0001
H 19.337465 15.339355 12.395879 -0.469 0.275 -0.417 -0.0009
H 17.973555 15.103129 11.233189 0.738 0.644 0.377 -0.0202
H 17.938541 16.384387 12.428097 -0.235 0.124 -0.040 -0.0003
H 21.058894 16.839983 7.296460 -0.092 0.126 -0.182 -0.0001
H 22.365301 18.561709 6.189034 0.435 -0.140 -0.193 -0.0001
H 21.810620 21.057452 6.570484 0.139 -0.371 -0.009 0.0001
H 19.787819 21.506845 7.936383 0.010 0.817 -0.163 0.0002
H 18.272486 19.902007 8.620928 0.479 -0.564 0.107 -0.0014
H 18.963426 13.996874 9.724285 0.237 0.383 0.057 0.0046
H 20.144884 12.153018 8.573465 -0.593 1.079 -0.445 -0.0040
H 20.381132 12.273882 6.151980 -0.253 0.379 0.238 0.0013
H 19.829002 14.379365 4.858471 0.034 -0.250 0.409 -0.0009
H 19.047157 16.349556 6.084734 0.293 -0.851 0.612 0.0006
N 18.099185 7.639863 10.727249 0.417 -1.220 -0.051 0.1330
C 17.668453 8.704795 10.743457 -0.399 1.590 0.564 -0.0143
C 17.151520 10.028288 10.760177 0.824 -0.661 0.448 0.2664
C 16.457513 10.450342 9.651009 -2.320 0.689 -2.537 -0.0769
C 15.962368 11.731979 9.445294 0.154 -0.382 0.306 0.2125
C 16.221484 12.724240 10.435775 0.631 0.043 0.965 0.0796
C 16.925137 12.273553 11.606150 0.109 0.633 -0.600 0.0966
C 17.388377 11.016600 11.752081 0.759 -0.417 1.459 0.0247
C 15.940707 14.087639 10.423740 -0.521 -1.158 -0.938 0.1771
C 15.587353 15.261552 10.389492 0.019 -0.604 0.622 -0.0039
H 16.150558 9.697095 8.913720 0.382 0.261 0.135 0.0081
H 15.370223 12.003489 8.573282 0.197 -0.275 0.017 0.0509
H 17.140124 13.065506 12.305130 0.137 -0.182 0.514 0.0251
H 17.954452 10.773265 12.661644 -0.243 -0.024 -0.427 0.0115
N 13.942606 16.625097 9.145501 -5.426 -1.463 -2.147 0.4138
P 12.489983 15.916392 9.094466 1.666 0.265 0.050 -0.0563
C 12.354172 14.931052 7.629346 0.582 0.803 -0.667 0.0265
C 13.494937 14.759715 6.859212 0.162 -1.108 -0.004 0.0648
C 13.466861 13.932433 5.732587 -0.687 0.531 0.426 0.0018
C 12.269378 13.379314 5.318772 -0.454 0.338 0.230 0.0003
C 11.113771 13.666428 6.059320 -0.946 -0.790 -0.714 0.0015
C 11.141325 14.439711 7.206602 -0.200 -0.505 -0.711 -0.0012
C 11.990067 14.735817 10.354725 -0.348 -0.107 1.926 0.0576
C 11.990487 13.319767 10.296041 -0.612 0.123 -0.931 -0.0006
C 11.450203 12.589972 11.354076 0.383 0.170 -0.025 -0.0075
C 11.066405 13.190959 12.562300 0.498 -0.318 -0.930 0.0145
C 11.114965 14.572141 12.672670 0.337 0.386 -0.920 -0.0075
C 11.553437 15.329077 11.564118 -0.258 -0.003 -0.206 0.0194
C 11.314280 17.260018 9.020582 -0.477 1.848 0.522 0.0416
C 9.956490 17.139728 9.297957 0.291 -1.274 -0.282 -0.0046
C 9.089526 18.176384 9.153373 -1.122 1.884 0.060 0.0011
C 9.544283 19.470436 8.873013 1.829 -0.660 0.074 0.0029
C 10.931092 19.694806 8.781924 0.671 -0.283 -0.398 -0.0020
C 11.792717 18.580134 8.819597 0.428 -0.480 -0.302 0.0065
H 14.427318 15.151290 7.221492 0.264 0.278 -0.003 -0.0222
H 14.346951 13.767076 5.167228 0.794 -0.120 -0.362 0.0006
H 12.215565 12.792300 4.399087 -0.023 0.070 0.402 0.0004
H 10.145618 13.244694 5.720233 0.694 0.364 0.219 -0.0008
H 10.223526 14.677004 7.719331 -0.133 -0.106 0.204 -0.0003
H 12.256058 12.762780 9.369464 0.009 0.670 0.790 0.0063
H 11.342205 11.512082 11.243063 0.211 0.210 0.072 -0.0003
H 10.803683 12.494084 13.345625 -0.329 0.411 0.315 0.0015
H 10.800619 15.092687 13.562224 -0.002 -0.017 0.184 0.0006
H 11.497515 16.433373 11.570182 0.134 -0.691 0.391 -0.0029
H 9.569119 16.185936 9.597462 -0.197 -0.462 0.077 0.0018
H 8.008835 18.094849 9.318268 0.470 -0.426 -0.059 0.0001
H 8.858446 20.263596 8.737035 -0.619 0.719 0.036 0.0003
H 11.453286 20.684931 8.638300 -1.096 -1.063 0.170 0.0005
H 12.880427 18.689190 8.657889 -0.764 0.209 0.213 0.0037

---

Entry 2:
109
Properties=species:S:1:pos:R:3:forces:R:3:lowdin_charge:R:1 method="wB97M-V/def2-TZVPD" relative_energy_kcal_mol=0.0 fmax_ev_per_a=1.47 homo_energy_ev=-9.3 orbital_gap_ha=0.3615 smiles=c1ccncc1.c1ccncc1.c1ccncc1.c1ccncc1.c1ccncc1.c1ccncc1.c1ccncc1.c1ccncc1.c1ccncc1.ClCCl.ClCCl
C 4.615257 -3.202654 -3.550455 0.109 0.115 0.167 -0.0759
C 3.351260 -3.731571 -3.710756 -0.396 0.301 -0.129 -0.0656
C 2.244327 -2.994732 -3.266112 0.683 -0.569 0.019 -0.1429
N 2.357608 -1.838124 -2.625556 0.102 -0.136 -0.040 0.0735
C 3.601315 -1.381357 -2.441731 -0.088 0.802 0.480 -0.1736
C 4.754317 -1.974125 -2.900729 -0.034 -1.312 0.005 -0.0743
H 5.483005 -3.767975 -3.866451 0.025 0.052 -0.028 0.1055
H 3.208136 -4.701312 -4.167380 -0.037 0.015 -0.033 0.1005
H 1.262946 -3.438974 -3.381913 -0.186 0.268 0.002 0.0984
H 3.697052 -0.490033 -1.825242 -0.164 0.119 -0.112 0.0885
H 5.740748 -1.653601 -2.595981 -0.066 0.445 -0.210 0.1053
C 5.451465 0.813488 2.818197 0.006 1.126 0.008 -0.0738
C 5.897163 1.670476 1.813481 0.132 -0.631 -0.576 -0.0655
C 5.167749 1.739437 0.632853 -0.193 0.378 0.613 -0.1706
N 3.973605 1.163586 0.481066 0.137 -0.687 -0.510 0.0595
C 3.561765 0.333256 1.435862 -0.094 0.686 1.007 -0.1805
C 4.244594 0.165697 2.645118 0.565 -0.676 -0.348 -0.0763
H 6.000884 0.793139 3.751451 -0.014 -0.368 0.003 0.1061
H 6.845620 2.188683 1.858571 -0.034 0.049 0.230 0.1005
H 5.536509 2.357729 -0.177288 -0.158 0.002 -0.111 0.0990
H 2.577390 -0.113410 1.365395 0.014 -0.119 -0.342 0.0750
H 3.933406 -0.559056 3.385092 -0.422 0.133 -0.040 0.0976
C -0.718435 -1.125549 5.239547 0.351 0.334 0.281 -0.0794
C -0.785073 -0.238164 4.168889 -0.490 -0.501 1.249 -0.0690
C 0.213749 -0.289143 3.233702 -0.247 -0.096 -1.129 -0.1691
N 1.182894 -1.210927 3.208243 -0.400 -0.156 0.397 0.0787
C 1.179479 -2.109247 4.200149 0.394 0.587 0.236 -0.1472
C 0.319134 -2.042872 5.300289 -0.502 -0.401 -0.839 -0.0658
H -1.429652 -1.055603 6.053832 -0.115 -0.120 -0.103 0.1053
H -1.638894 0.424828 4.129669 0.243 0.284 -0.325 0.1100
H 0.119048 0.364168 2.373229 0.458 0.087 0.108 0.0352
H 1.952637 -2.864267 4.121709 -0.009 -0.131 0.127 0.0982
H 0.323065 -2.795245 6.076613 0.302 0.051 0.070 0.0997
C 2.058170 2.688848 4.362021 -1.133 -0.460 -0.807 -0.0627
C 1.841421 2.890299 3.001837 1.280 0.476 0.246 -0.0932
C 0.732312 3.596207 2.580112 -0.483 0.327 0.202 -0.2048
N -0.208201 4.049842 3.410759 0.189 -0.090 0.322 0.0606
C -0.053114 3.768403 4.714181 -0.592 -0.562 -0.870 -0.1553
C 1.003878 3.021942 5.199589 0.819 0.414 0.893 -0.0848
H 2.945034 2.180564 4.711573 0.021 0.011 0.080 0.1021
H 2.640723 2.653259 2.311547 -0.226 -0.134 -0.207 0.0665
H 0.584038 3.858890 1.539733 0.151 -0.159 -0.069 0.0590
H -0.889696 4.068213 5.333273 0.182 0.104 0.249 0.0999
H 1.099804 2.796839 6.256608 -0.242 0.108 -0.005 0.1006
C -3.952116 1.019047 -0.602318 0.875 -0.503 0.222 -0.0925
C -3.727536 -0.112249 0.190629 -1.141 0.572 -0.431 -0.0580
C -4.863937 -0.794338 0.617360 0.285 -0.060 0.445 -0.1509
N -6.140125 -0.429135 0.391954 1.008 -0.014 0.103 0.0612
C -6.284114 0.667264 -0.341654 -0.498 0.077 -0.518 -0.1642
C -5.242900 1.384561 -0.913931 0.085 0.138 0.350 -0.0816
H -3.095246 1.585196 -0.946079 -0.106 0.066 -0.162 0.0598
H -2.736613 -0.430320 0.479036 0.043 -0.065 -0.035 0.0734
H -4.686223 -1.655358 1.248560 -0.365 -0.243 -0.002 0.0856
H -7.303659 0.995677 -0.520994 -0.036 -0.085 0.023 0.1022
H -5.421261 2.250530 -1.533615 -0.153 0.004 -0.003 0.0917
C -3.131242 -4.292600 -0.063230 0.489 0.358 -0.349 -0.0718
C -2.853506 -3.942586 1.252928 0.232 -0.891 0.032 -0.0766
C -1.718527 -3.189747 1.503531 0.510 0.168 -0.165 -0.1508
N -0.889295 -2.756217 0.548297 -0.171 0.053 -0.168 0.0618
C -1.161642 -3.091315 -0.714291 -0.116 0.016 0.147 -0.1499
C -2.264051 -3.864128 -1.060984 -0.387 0.008 0.144 -0.0563
H -3.970596 -4.889227 -0.393560 -0.142 -0.093 0.477 0.1074
H -3.363078 -4.438382 2.069909 -0.325 0.451 0.052 0.1053
H -1.383993 -2.929374 2.502673 -0.308 -0.063 0.154 0.0961
H -0.460710 -2.706806 -1.446234 -0.042 -0.129 -0.182 0.0738
H -2.513216 -4.164258 -2.070193 0.386 0.250 -0.163 0.1039
C 2.887488 -3.093258 0.956027 -0.938 0.242 -0.347 -0.0943
C 2.439949 -4.321262 1.437505 0.476 -0.084 -0.321 -0.0736
C 3.336861 -5.380020 1.424549 0.108 0.090 -0.249 -0.1520
N 4.564600 -5.305602 0.880422 -0.295 0.111 0.909 0.0500
C 4.978345 -4.102363 0.507382 -0.226 0.078 -0.509 -0.1543
C 4.182257 -2.946530 0.532642 0.898 -0.997 -0.291 -0.0731
H 2.170624 -2.298095 0.790017 0.005 0.070 0.352 0.0772
H 1.399329 -4.482519 1.683142 0.024 0.112 0.256 0.0920
H 3.047697 -6.343646 1.826749 -0.020 -0.110 -0.160 0.0980
H 5.960887 -4.094222 0.045549 0.063 0.216 0.111 0.1005
H 4.581133 -2.054158 0.073409 -0.159 0.215 0.248 0.0831
C -5.228280 -0.422003 -5.158998 -0.239 -0.220 0.227 -0.0866
C -4.962811 -0.064667 -6.471462 0.034 -0.153 -0.113 -0.0809
C -3.857643 0.734605 -6.740453 0.343 -0.486 0.345 -0.1550
N -3.031181 1.150777 -5.780917 -0.306 0.098 0.201 0.0652
C -3.334491 0.814045 -4.526913 0.213 0.307 0.656 -0.1778
C -4.412537 0.032879 -4.134561 0.058 -0.158 -0.974 -0.0623
H -6.053983 -1.085777 -4.926606 -0.036 0.052 -0.103 0.1035
H -5.563276 -0.488839 -7.265755 -0.027 0.227 -0.090 0.0966
H -3.531215 0.967991 -7.747405 -0.295 0.071 -0.087 0.1003
H -2.687832 1.196298 -3.743512 0.166 0.096 -0.216 0.0378
H -4.564348 -0.279844 -3.112948 0.021 0.192 0.101 0.0895
C -3.700914 4.578631 -0.451442 -0.165 1.281 0.286 -0.0876
C -2.363241 4.250012 -0.579675 -0.012 -0.050 -0.158 -0.0888
C -1.883376 4.009538 -1.865193 -0.619 -1.149 -0.218 -0.1666
N -2.651511 4.064499 -2.962097 0.105 0.537 0.334 0.0689
C -3.885425 4.553497 -2.813157 0.188 0.053 -0.323 -0.1593
C -4.440946 4.862371 -1.584502 -0.079 -0.623 -0.225 -0.0932
H -4.197948 4.795115 0.488096 0.417 -0.284 0.241 0.1117
H -1.712344 4.147685 0.278120 -0.059 -0.102 0.043 0.0804
H -0.935690 3.504898 -2.020202 0.286 0.494 0.107 0.0557
H -4.451450 4.685641 -3.729247 -0.036 -0.039 0.002 0.1043
H -5.460898 5.213729 -1.503993 -0.001 0.007 -0.060 0.1037
Cl -0.647585 0.133736 -2.393864 0.400 0.003 0.346 0.5644
C 0.315896 0.238846 -0.891672 -0.179 -0.038 -0.177 -0.9603
Cl -0.360227 1.492051 0.172166 0.000 -0.136 -0.001 0.5969
H 0.268015 -0.718770 -0.381365 -0.085 0.033 0.044 -0.0117
H 1.342579 0.515141 -1.106210 -0.042 -0.007 -0.213 -0.0200
Cl 2.006034 3.200376 -1.811554 -0.155 0.098 -0.198 0.5658
C 2.715931 4.747369 -1.425428 0.764 0.738 0.138 -0.9953
Cl 3.222929 4.841280 0.289562 -0.106 0.043 -0.298 0.5267
H 3.602802 4.919314 -2.030052 0.085 -0.409 0.079 0.0239
H 2.080939 5.605171 -1.628551 -0.537 -0.399 0.171 0.0319